Density functional theory data (ωB97M-V/def2-TZVPD) for a 8-piece molecular cluster, C18H29FO32S7 overall.

Geometry (Å):
O: -4.96424 2.30861 -7.77596
C: -4.54247 1.99039 -6.71804
O: -4.03705 0.69769 -6.47097
C: -3.47794 0.74442 -5.22243
O: -2.81553 -0.09378 -4.69117
C: -3.74552 2.08832 -4.51961
F: -3.37526 2.40724 -3.30070
C: -4.38388 2.82470 -5.44155
O: -4.77833 4.11921 -5.24415
H: -3.97984 4.66894 -5.29243
O: 1.55274 -1.34380 -0.86172
S: 0.26185 -1.78488 -0.46914
O: -0.07444 -2.03219 0.89295
O: -0.11298 -3.07654 -1.34046
C: -1.32251 -2.83763 -2.06171
C: -1.35508 -1.34237 -2.29324
O: -0.83112 -0.77748 -1.08551
H: -2.16126 -3.16075 -1.43962
H: -1.32589 -3.40029 -2.99293
H: -2.35663 -0.97198 -2.48712
H: -0.69743 -1.05508 -3.11600
O: 2.34804 -7.63115 1.84477
S: 1.43086 -7.19618 2.84298
O: 0.70417 -8.09964 3.65951
O: 0.40250 -6.16618 2.16321
C: 0.46009 -4.90281 2.83753
C: 1.87074 -4.80893 3.37519
O: 2.18691 -6.14088 3.79989
H: -0.27393 -4.91539 3.64685
H: 0.22593 -4.09242 2.14996
H: 1.95565 -4.11018 4.20390
H: 2.57600 -4.52696 2.58950
O: 0.48959 6.89816 -1.55601
S: -0.26657 5.74054 -1.89877
O: -0.29719 5.20995 -3.21504
O: -1.77995 5.96320 -1.39380
C: -2.14594 4.91847 -0.48105
C: -0.84762 4.49551 0.17001
O: 0.12593 4.55807 -0.88157
H: -2.58570 4.10206 -1.05632
H: -2.86422 5.27809 0.23810
H: -0.89863 3.49362 0.58898
H: -0.54817 5.19969 0.95073
O: 1.88521 -5.69595 -1.64636
S: 2.00224 -4.74882 -2.69671
O: 1.17433 -3.60007 -2.77189
O: 1.93533 -5.54388 -4.10166
C: 3.12351 -5.29141 -4.85634
C: 4.19822 -5.02614 -3.82133
O: 3.54034 -4.27920 -2.79443
H: 2.95020 -4.41279 -5.48241
H: 3.36057 -6.14455 -5.48857
H: 5.03702 -4.46457 -4.22584
H: 4.56326 -5.95774 -3.38179
O: -4.52779 4.11413 0.70900
S: -4.53759 4.14866 2.13213
O: -3.35236 4.00404 2.89706
O: -5.63074 3.09155 2.65470
C: -6.60706 3.76155 3.46013
C: -6.65167 5.17692 2.92310
O: -5.29080 5.48710 2.60569
H: -6.26598 3.74062 4.49749
H: -7.56993 3.26092 3.38643
H: -7.04844 5.88521 3.64631
H: -7.23602 5.23368 2.00149
O: -0.92410 8.21655 4.64635
S: -0.80411 9.16028 3.59279
O: -1.63516 10.30567 3.49835
O: -0.85842 8.36169 2.19414
C: 0.33658 8.61492 1.44666
C: 1.40256 8.89033 2.48526
O: 0.73247 9.63972 3.50433
H: 0.16503 9.49000 0.81607
H: 0.58185 7.76171 0.81794
H: 2.24156 9.45233 2.08213
H: 1.76929 7.96302 2.93280
O: 8.68619 -6.03231 2.60309
S: 8.19443 -7.33464 2.32421
O: 8.99835 -8.34046 1.72886
O: 6.83305 -7.18702 1.47692
C: 5.75811 -7.82924 2.17294
C: 6.12582 -7.73811 3.63799
O: 7.54340 -7.93650 3.67032
H: 5.71072 -8.86897 1.84146
H: 4.81316 -7.33767 1.95310
H: 5.61818 -8.48625 4.24213
H: 5.91349 -6.74375 4.03894

Frontier orbital gap ... 9.326 eV
Total charge ... 0
SMILES ... O=C1OC(=O)C(F)=C1O.O=S1(=O)OCCO1.O=S1(=O)OCCO1.O=S1(=O)OCCO1.O=S1(=O)OCCO1.O=S1(=O)OCCO1.O=S1(=O)OCCO1.O=S1(=O)OCCO1
E_LUMO ... -1.13 eV
Calculated total energy ... -5997.91978 Ha
Largest force on an atom ... 4.25 eV/A
HOMO level ... -10.452 eV

=====

Density functional theory data (ωB97M-V/def2-TZVPD) for C18H29GeN5O2PS2SeV as an isolated structure.

Geometry (Å):
V: 0.18653 0.10128 0.72037
N: 0.43174 2.38331 3.51292
N: -0.24691 1.48871 4.32474
C: -0.40272 0.19914 3.99447
N: -1.03767 -0.56156 4.87909
N: 0.09327 -0.24573 2.82245
N: -0.01622 -1.58764 2.49884
O: 0.19852 -1.68873 1.19804
O: -0.26407 -2.57336 3.21596
H: 1.26768 2.71086 3.97106
H: -0.16519 3.15564 3.26114
H: -0.67187 1.80359 5.17928
H: -1.36905 -0.18253 5.74885
H: -1.08158 -1.55466 4.69898
S: -1.54756 1.73960 0.81907
P: -1.74636 1.01109 -1.06487
S: 0.05284 0.31518 -1.64661
C: -2.96497 -0.32128 -1.06049
C: -4.32160 0.01064 -1.10220
C: -5.28028 -0.99093 -1.04591
C: -4.88974 -2.32149 -0.95045
C: -3.54320 -2.65099 -0.91244
C: -2.57835 -1.65326 -0.97161
C: -2.40739 2.24637 -2.18519
C: -2.50958 1.91504 -3.53681
C: -3.04838 2.82829 -4.42681
C: -3.48268 4.06915 -3.97042
C: -3.37336 4.40030 -2.62745
C: -2.83225 3.48784 -1.72836
H: -4.62566 1.04799 -1.17878
H: -6.33220 -0.73322 -1.08315
H: -5.64045 -3.10425 -0.91697
H: -3.23983 -3.68848 -0.85007
H: -1.53360 -1.91895 -0.96691
H: -2.16784 0.94704 -3.88733
H: -3.12863 2.57642 -5.47668
H: -3.90586 4.78094 -4.66931
H: -3.70674 5.36987 -2.27759
H: -2.74205 3.74020 -0.68071
C: 4.67799 -1.20604 -1.71451
Ge: 4.23081 -1.98178 0.01030
C: 2.77331 -3.25322 -0.16374
C: 5.82525 -2.74990 0.80847
C: 3.66656 -0.69207 1.41255
Se: 2.47801 0.81305 1.08418
C: 3.16876 1.52479 -0.59090
H: 5.24613 -1.95761 -2.26883
H: 5.29992 -0.31458 -1.62094
H: 3.78326 -0.96470 -2.29213
H: 2.95661 -3.93401 -0.99809
H: 1.83403 -2.72727 -0.34557
H: 2.67181 -3.84324 0.75003
H: 6.22713 -3.54270 0.17234
H: 5.60727 -3.17419 1.79125
H: 6.59089 -1.97870 0.92072
H: 4.54124 -0.28322 1.91260
H: 3.12771 -1.29350 2.14756
H: 2.93551 0.86682 -1.41332
H: 4.24041 1.65489 -0.48841
H: 2.69064 2.48573 -0.74168

Frontier orbital gap (alpha / beta) ... 6.230 / 8.987 eV
Total charge ... +1
E_LUMO (alpha / beta) ... -3.51 / -2.55 eV
Multiplicity ... 4
Calculated total energy ... -7687.40679 Ha
Largest force on an atom ... 1.42 eV/A
HOMO level (alpha / beta) ... -9.740 / -11.536 eV

=====

Density functional theory data (ωB97M-V/def2-TZVPD) for C18H29IrO6PSbSe4 as an isolated structure.

Geometry (Å):
Ir: -0.09890 -1.92255 0.61198
Se: 0.96181 -4.54826 4.97072
Sb: -0.76665 -3.40751 3.79296
Se: -0.03756 -1.13518 2.89539
Se: -0.76016 -4.08471 1.26146
Se: -3.03195 -3.54565 4.51183
C: -2.22329 3.52645 -0.90035
C: -1.20688 2.66049 -1.63753
C: 0.19379 2.91279 -1.09777
C: -1.25438 2.94009 -3.12956
O: -1.55468 1.24965 -1.52831
P: -1.73653 0.45518 -0.15268
O: -2.82192 0.97735 0.68199
O: -0.33788 0.20432 0.45981
O: -2.04055 -1.02757 -0.74011
C: -3.35436 -1.54148 -1.13637
C: -4.05521 -0.54357 -2.04982
C: -4.18438 -1.80819 0.11159
C: -3.05522 -2.83105 -1.87897
H: -2.01196 4.58006 -1.08926
H: -2.18675 3.33899 0.17224
H: -3.23433 3.29162 -1.23707
H: 0.43092 3.97533 -1.18761
H: 0.92527 2.33428 -1.65782
H: 0.27010 2.62213 -0.04974
H: -0.98865 3.98055 -3.32475
H: -2.25528 2.74796 -3.52028
H: -0.54821 2.29385 -3.65449
H: -4.20449 0.40484 -1.53192
H: -5.02823 -0.94389 -2.33640
H: -3.46269 -0.35711 -2.94745
H: -4.31647 -0.88989 0.68110
H: -3.69374 -2.54397 0.75260
H: -5.16129 -2.20088 -0.17838
H: -2.30232 -2.65763 -2.64977
H: -3.96519 -3.20856 -2.34671
H: -2.68028 -3.59150 -1.19169
C: 4.15826 2.79008 2.18138
C: 3.72628 1.45677 1.62741
C: 3.82182 0.30326 2.39590
C: 3.48007 -0.94464 1.88769
C: 3.62475 -2.18217 2.72974
C: 3.00837 -1.01414 0.57709
C: 2.87239 0.12847 -0.20896
C: 2.34336 0.02475 -1.61698
C: 3.24045 1.35401 0.32902
C: 2.72632 -2.34686 -0.04782
O: 3.59394 -2.99038 -0.58204
O: 1.46463 -2.79561 -0.06612
H: 4.94179 2.66650 2.92935
H: 3.32105 3.30712 2.65754
H: 4.53905 3.43620 1.38944
H: 4.19211 0.37079 3.41443
H: 4.38247 -2.04386 3.50124
H: 3.89413 -3.04868 2.12530
H: 2.68996 -2.41685 3.23924
H: 2.77605 -0.83241 -2.13588
H: 2.57397 0.92408 -2.18692
H: 1.25669 -0.10151 -1.60870
H: 3.15060 2.24826 -0.28019

Frontier orbital gap (alpha / beta) ... 6.081 / 5.097 eV
ΔE to the lowest compared entry with this formula, charge and spin ... 12.5 kcal per mole
Total charge ... -1
E_LUMO (alpha / beta) ... 0.96 / -0.02 eV
Multiplicity ... 2
Calculated total energy ... -11446.66232 Ha
Largest force on an atom ... 2.21 eV/A
HOMO level (alpha / beta) ... -5.124 / -5.117 eV

=====

Density functional theory data (ωB97M-V/def2-TZVPD) for C18H29N10O2PZn as an isolated structure.

Geometry (Å):
Zn: -0.03924 -0.06162 0.52228
C: 0.19017 -2.66900 5.24526
N: 0.25899 -1.49896 4.36840
C: 0.29402 -0.19700 4.79014
C: 0.32016 0.56900 3.66664
N: 0.29856 -0.25054 2.56858
C: 0.25249 -1.50772 3.01979
P: 0.18376 -3.06232 2.02465
C: -1.42709 -2.72016 1.32364
N: -1.17260 -1.32903 -0.53701
C: -2.45332 -1.64467 -1.06489
C: -2.85665 -2.99531 -0.51317
N: -2.17965 -3.51356 0.48971
C: -2.24638 -4.95922 0.75693
C: 1.45546 -2.49183 0.78687
N: 1.60218 -1.29755 0.21094
C: 2.68401 -1.37190 -0.62056
C: 3.19901 -2.63004 -0.56038
N: 2.42457 -3.32135 0.33144
C: 2.63853 -4.71837 0.70978
H: 0.21758 -2.32251 6.27378
H: 1.03905 -3.32354 5.06546
H: -0.73729 -3.20985 5.07377
H: 0.30670 0.06478 5.83343
H: 0.37171 1.64107 3.58624
H: -2.37001 -1.71038 -2.15618
H: -3.55928 -3.64401 -1.01390
H: -3.21153 -5.33030 0.42573
H: -2.13816 -5.12221 1.82507
H: -1.45439 -5.46609 0.20955
H: 3.02710 -0.53325 -1.20112
H: 4.04454 -3.07965 -1.05046
H: 3.60366 -5.03010 0.32197
H: 1.86237 -5.35110 0.28500
H: 2.64051 -4.81964 1.79123
N: -1.74318 1.36914 0.19691
C: -2.60893 0.94845 -0.95895
C: -3.73783 1.95442 -1.19635
C: -3.37333 3.31917 -1.78891
C: -3.48934 3.41397 -3.30616
N: -2.48490 2.67910 -4.09060
C: -1.28132 3.13852 -4.40622
N: -0.87201 4.32791 -3.96255
N: -0.45377 2.39995 -5.14984
C: -3.27686 -0.42271 -0.63048
O: -4.24227 -0.43654 0.08320
O: -1.61287 -1.42591 0.96789
H: -2.28208 1.19638 1.04748
H: -1.60425 2.37593 0.16945
H: -1.95047 0.83023 -1.82300
H: -4.22573 2.09787 -0.23086
H: -4.50424 1.48979 -1.82404
H: -2.39022 3.66777 -1.45188
H: -4.08766 4.05451 -1.41239
H: -3.48423 4.45515 -3.63602
H: -4.45419 3.01962 -3.62292
H: -2.74764 1.78278 -4.46682
H: -1.51349 4.95204 -3.50433
H: -0.00731 4.72609 -4.28916
H: -0.75541 1.52538 -5.54468
H: 0.41011 2.78148 -5.49650

Frontier orbital gap ... 6.659 eV
ΔE to the lowest compared entry with this formula, charge and spin ... 154.9 kcal per mole
Total charge ... +2
E_LUMO ... -5.04 eV
Calculated total energy ... -3521.46765 Ha
Largest force on an atom ... 0.42 eV/A
HOMO level ... -11.701 eV